Molecular formula: C5H11NO
Method: DFT, the ωB97M-V functional and the def2-TZVPD basis

Last column: Löwdin spin population.
Positions of all 18 atoms, in Å:
C1 1.35 1.67 1.23  0.010
N1 1.21 0.30 0.76  0.048
C2 -1.72 -1.77 -0.08  0.011
C3 -0.27 -1.33 -0.33  0.020
C4 -0.03 0.16 -0.10  0.089
C5 0.04 0.90 -1.40  0.384
O1 0.09 2.19 -1.43  0.329
H1 0.45 1.93 1.78  0.003
H2 2.25 1.78 1.84  0.003
H3 1.45 2.38 0.43  0.000
H4 1.95 0.13 0.09  0.018
H5 -2.07 -2.52 -0.80  0.001
H6 -1.75 -2.29 0.89  0.002
H7 -2.42 -0.94 -0.03  0.003
H8 0.45 -1.90 0.26  0.003
H9 0.01 -1.51 -1.36  0.011
H10 -0.84 0.54 0.54  0.017
H11 -0.16 0.30 -2.30  0.048

* 2S+1: 2
* HOMO (spin up / spin down): 0.0 / -3.0 eV
* lowest unoccupied orbital energy (spin up / spin down): 4.23 / 4.18 eV
* charge: -1
* frontier orbital gap (spin up / spin down): 4.27 / 7.23 eV